Below is C4H7NO in the gas phase, with properties calculated with the ωB97M-V functional and the def2-TZVPD basis.

Net charge   0
LUMO level   0.0033 Eh
Orbital gap   8.87 eV
DFT total energy   -286.4382 Eh
E_HOMO   -8.78 eV
Relative energy (zero: lowest compared OMol25 entry of this formula, charge and spin)   507.9 kJ/mol

Positions of all 13 atoms, in Å:
O 1.8023 0.6741 0.5024
C 0.9219 0.2220 -0.4786
C 0.3307 -1.2128 -0.4270
C -1.0984 -0.6935 -0.7045
N -0.9942 0.5871 0.9982
C -0.5360 0.6839 -0.4159
H 1.2730 0.7515 1.3118
H 1.3780 0.4265 -1.4522
H 0.4704 -1.7396 0.5262
H 0.6309 -1.9089 -1.2199
H -1.2832 -0.3762 1.2154
H -1.8549 1.1222 1.0793
H -0.8995 1.6103 -0.8673